Version i
{
  "formula": "C6H9I",
  "method": "ωB97M-V/def2-TZVPD",
  "elements": ["C", "C", "C", "C", "C", "C", "I", "H", "H", "H", "H", "H", "H", "H", "H", "H"],
  "xyz": [[1.2914, 0.0603, -0.7167], [1.2509, 0.0716, 0.5652], [0.4087, -0.7679, -1.6695], [-1.0051, -0.8739, -0.9876], [0.1267, -0.2428, 1.3844], [-0.7640, 0.8779, 1.7544], [0.5430, -1.9287, 2.5671], [2.2377, 0.1933, -1.3066], [2.1410, 0.5592, 1.0964], [0.3411, -0.1026, -2.5661], [0.9248, -1.7600, -1.8496], [-1.6471, -0.1790, -1.4948], [-1.3699, -1.8966, -0.8316], [-1.6892, 0.6335, 2.3311], [-0.9429, 1.3904, 0.8432], [-0.2967, 1.6628, 2.3400]],
  "multiplicity": 1,
  "e_lumo_ev": [0.13, 0.31],
  "charge": 0,
  "gap_ev": [8.565, 8.042],
  "e_homo_ev": [-8.43, -7.73]
}

---

Version ii
{
  "formula": "C6H9I",
  "method": "ωB97M-V/def2-TZVPD",
  "elements": ["C", "C", "C", "C", "C", "C", "I", "H", "H", "H", "H", "H", "H", "H", "H", "H"],
  "xyz": [[0.4648, 0.0795, -1.3073], [-0.6540, 0.3476, 0.7924], [0.0680, -0.4823, 0.0392], [1.3228, 0.9458, -0.4284], [-1.2975, 1.6550, 0.2996], [0.2888, -1.8734, 0.4161], [3.2104, 0.0795, -0.0551], [1.0481, -0.7495, -1.9991], [-0.4135, 0.6348, -1.7210], [-0.9477, 0.0360, 1.7436], [-1.6619, 1.4678, -0.6810], [-0.5381, 2.4890, 0.2297], [-1.9794, 2.0318, 1.0445], [-0.6666, -2.1823, 0.7902], [1.0225, -1.9936, 1.2569], [0.7331, -2.4857, -0.4205]],
  "multiplicity": 1,
  "e_lumo_ev": 0.15,
  "charge": 0,
  "gap_ev": 8.141,
  "e_homo_ev": -7.99
}

---

Energies, relative to the best one, in hartree: version i 0.0033; version ii 0.0000.